{
  "formula": "C4H16N4",
  "method": "ωB97M-V/def2-TZVPD",
  "elements": ["C", "C", "C", "N", "N", "N", "H", "H", "H", "H", "H", "H", "H", "H", "H", "H", "H", "C", "N", "H", "H", "H", "H", "H"],
  "positions_angstrom": [[0.586, -1.582, -0.299], [0.507, 0.972, -1.171], [1.418, -1.253, 0.903], [-0.692, -1.887, -0.114], [1.260, -1.929, -1.429], [0.254, 2.436, -1.237], [-1.168, -2.203, -0.953], [-1.252, -0.967, 0.396], [2.163, -1.496, -1.557], [0.726, -1.963, -2.286], [-0.746, 2.619, -1.195], [0.646, 2.888, -0.417], [1.590, 0.842, -1.059], [0.242, 0.542, -2.152], [1.816, -2.187, 1.320], [0.808, -0.778, 1.665], [2.249, -0.597, 0.652], [-1.463, 1.089, 1.841], [-1.589, 0.397, 0.561], [-2.465, 0.617, 0.100], [-0.664, 0.611, -0.138], [-2.011, 0.585, 2.645], [-1.806, 2.128, 1.796], [-0.408, 1.115, 2.127]],
  "forces_ev_per_a": [[-0.2, -0.4, -0.1], [-0.2, -0.2, 0.2], [0.0, 0.1, 0.0], [0.4, 0.2, -0.2], [-0.2, 0.2, 0.2], [0.0, 0.1, -0.1], [0.1, 0.0, 0.0], [0.0, 0.2, 0.1], [0.0, 0.0, 0.1], [0.0, 0.0, 0.1], [0.1, 0.0, 0.0], [0.0, -0.1, 0.0], [0.0, 0.0, 0.0], [0.0, 0.0, 0.0], [-0.1, 0.0, -0.1], [0.0, 0.0, 0.0], [0.0, 0.0, 0.0], [0.0, 0.0, -0.1], [0.0, -0.1, 0.1], [0.0, 0.0, 0.1], [0.1, 0.0, -0.1], [0.0, 0.0, -0.1], [0.0, -0.1, 0.0], [0.0, 0.0, 0.0]],
  "lowdin_charge": [-0.4991, -0.3062, -0.0247, 0.0969, 0.1430, -0.1117, 0.0957, 0.0681, 0.1028, 0.1055, 0.0305, 0.0365, 0.0102, 0.0165, 0.0925, 0.0689, 0.0766, -0.1700, -0.1373, 0.0811, 0.0331, 0.0645, 0.0668, 0.0598],
  "orbital_gap_ev": 6.6,
  "lumo_ha": 0.0320,
  "homo_ev": -5.73,
  "e_above_lowest_kj_mol": 312.2
}